No. 1
Below is 2 unconnected molecules or ions with the total composition C3H8N2O, with properties calculated with ωB97M-V with the def2-TZVPD basis set.

ORCA input file:
```
! RIJCOSX wB97M-V def2-TZVPD def2/J DEFGRID3
* xyz -1 2
C -4.3503 -2.2784 -0.0152
C -3.7898 -1.2614 0.6676
O -2.5459 -0.7796 0.1841
H -3.8751 -2.7763 -1.0394
H -5.3936 -2.5904 0.1035
H -4.2853 -0.6725 1.5216
H -1.9185 -1.4043 0.6230
N 3.3386 1.7018 0.8293
C 3.9390 1.3071 -0.3433
N 3.4637 1.3231 -1.5507
H 2.2795 1.7741 0.6830
H 3.4771 1.1627 1.6074
H 4.9098 0.8356 -0.1545
H 2.7639 2.1302 -1.6232
*
```

Values from the calculation:
- E_LUMO (spin up / spin down) (eV) = 3.622 / 3.678
- <S²> = 0.751

---

No. 2
Below is 3 unconnected molecules or ions with the total composition C2H9NS, with properties calculated with ωB97M-V with the def2-TZVPD basis set.

ORCA input file:
```
! RIJCOSX wB97M-V def2-TZVPD def2/J DEFGRID3
* xyz 0 1
H -5.4904 -2.7462 0.9695
H -5.8554 -2.1367 1.2268
C -0.8642 0.0318 -0.1765
C 0.3750 -0.8148 -0.3679
S -0.0750 -0.4960 1.3746
H -0.6856 0.9900 -0.6423
H -1.7941 -0.5107 -0.2362
H 1.0221 -0.3011 -1.0642
H 0.2163 -1.8713 -0.5311
N 1.5802 1.9137 -1.9395
H 2.3844 1.3751 -2.1683
H 1.4985 2.1986 -0.9776
H 1.3019 2.7014 -2.4612
*
```

Values from the calculation:
- E_LUMO (eV) = 1.008

---

No. 3
Below is C5H11N in the gas phase, with properties calculated with ωB97M-V with the def2-TZVPD basis set.

ORCA input file:
```
! RIJCOSX wB97M-V def2-TZVPD def2/J DEFGRID3
* xyz 0 1
C -1.8773 0.9392 -0.0110
C -1.4158 -0.3742 -0.6354
N 0.0241 -0.6582 -0.5738
C 0.5393 -1.3870 0.5687
C 0.8932 0.0368 0.3591
C 2.2393 0.4773 -0.1587
H -1.7376 0.9628 1.0751
H -1.3378 1.7890 -0.4433
H -2.9449 1.0828 -0.2083
H -1.9609 -1.2097 -0.1768
H -1.6942 -0.3695 -1.6958
H -0.1526 -1.6151 1.3825
H 1.2557 -2.1775 0.3467
H 0.4242 0.7327 1.0561
H 2.9548 0.6001 0.6624
H 2.1582 1.4344 -0.6865
H 2.6323 -0.2641 -0.8609
*
```

Values from the calculation:
- E_LUMO (eV) = 1.180

---

No. 4
Below is a molecular structure, C37H33N4OS7Ti, with properties calculated with ωB97M-V with the def2-TZVPD basis set.

ORCA input file:
```
! RIJCOSX wB97M-V def2-TZVPD def2/J DEFGRID3
* xyz 0 2
Ti -1.1614 0.0563 -0.3187
C -3.0678 -0.6163 -3.8169
C -1.8035 -1.3994 -3.6811
C -1.2252 -1.9559 -4.8254
C -0.0773 -2.7082 -4.7183
C 0.4477 -2.9429 -3.4589
C -0.1912 -2.3785 -2.3640
N -1.2573 -1.5808 -2.4720
C 0.2377 -2.7092 -0.9789
C 1.0548 -3.8107 -0.7500
C 1.3678 -4.1683 0.5449
C 0.8455 -3.4236 1.5806
C 0.0387 -2.3317 1.2880
N -0.2624 -1.9778 0.0294
C -0.5784 -1.5638 2.3976
C -0.0019 -1.5636 3.6608
C -0.6729 -0.9185 4.6818
C -1.9049 -0.3574 4.4135
C -2.4138 -0.3764 3.1168
C -3.7740 0.1921 2.8621
N -1.7168 -0.9290 2.1088
H -3.5727 -0.8796 -4.7456
H -3.7229 -0.8043 -2.9700
H -2.8447 0.4503 -3.8261
H -1.6938 -1.7864 -5.7852
H 0.3966 -3.1263 -5.5973
H 1.3384 -3.5428 -3.3509
H 1.4078 -4.4086 -1.5747
H 1.9917 -5.0293 0.7449
H 1.0309 -3.7009 2.6064
H 0.9640 -2.0157 3.8348
H -0.2463 -0.8699 5.6753
H -2.4829 0.1119 5.1975
H -4.2200 0.5172 3.8011
H -3.7271 1.0343 2.1781
H -4.4145 -0.5529 2.3934
S 2.4978 0.8193 3.5417
C 3.3572 -0.4388 2.7154
C 4.4908 -1.1441 3.1087
C 4.9868 -2.1104 2.2536
C 4.3685 -2.3680 1.0243
C 3.2449 -1.6671 0.6351
C 2.7285 -0.6939 1.4907
N 1.6083 0.0761 1.2345
C 1.3611 0.8970 2.2022
C 0.2067 1.8016 2.2217
C 0.1650 2.8137 3.1891
C -0.9006 3.6893 3.2390
C -1.9184 3.5533 2.3013
C -1.8596 2.5504 1.3446
C -0.8072 1.6225 1.2630
H 4.9724 -0.9427 4.0565
H 5.8670 -2.6720 2.5375
H 4.7816 -3.1263 0.3715
H 2.7555 -1.8584 -0.3122
H 0.9746 2.9271 3.9021
H -0.9331 4.4722 3.9857
H -2.7597 4.2368 2.3091
H -2.6698 2.4983 0.6257
S -7.0515 3.9841 -2.6305
C -5.7484 3.0781 -2.1969
S -5.8538 1.6379 -1.2475
C -4.1486 1.2530 -1.2053
C -3.3361 2.1107 -1.8539
S -1.6179 1.8813 -1.9652
S -4.1205 3.4652 -2.6303
S -3.5984 -0.1859 -0.3967
C 2.4668 0.2850 -4.0226
C 2.1776 1.5143 -3.1812
S 1.9320 1.0605 -1.4566
O 0.6331 0.2784 -1.5083
C 1.5645 2.7011 -0.8129
C 2.8401 3.3915 -0.3570
H 2.6555 0.5760 -5.0560
H 1.6144 -0.3906 -4.0081
H 3.3445 -0.2513 -3.6560
H 1.2617 2.0182 -3.4965
H 3.0062 2.2265 -3.1944
H 0.8855 2.5150 0.0205
H 1.0070 3.2528 -1.5690
H 3.3276 2.8235 0.4370
H 2.5960 4.3785 0.0347
H 3.5561 3.5268 -1.1698
*
```

Values from the calculation:
- E_LUMO (spin up / spin down) (eV) = -0.490 / -0.625
- <S²> = 0.756

---

No. 5
Below is C5H6O2 in the gas phase, with properties calculated with ωB97M-V with the def2-TZVPD basis set.

ORCA input file:
```
! RIJCOSX wB97M-V def2-TZVPD def2/J DEFGRID3
* xyz 0 1
C -1.6178 -0.3069 -0.3445
C -0.5110 0.1223 0.6234
C 0.4547 1.1454 0.0715
C 1.5913 0.5338 -0.2472
C 1.4626 -0.9048 0.1128
O 2.1849 -1.8302 -0.1361
O 0.2998 -1.0436 0.8071
H -1.8718 -1.3420 -0.1012
H -2.5213 0.3020 -0.2749
H -1.2459 -0.2887 -1.3741
H -0.9198 0.4226 1.5947
H 0.2212 2.1992 -0.0447
H 2.4863 0.9358 -0.7035
*
```

Values from the calculation:
- E_LUMO (eV) = 0.594

---

Max |F| for the records above, in order: 4.8 1.9 0.3 0.7 0.5 eV/Å
Energy for the records above, in order: -303.725747 -534.450337 -251.815056 -5360.928858 -344.595589 a.u.